# 1
ORCA calculation (ωB97M-V/def2-TZVPD) on 2 unconnected molecules or ions with the total composition C2H8NS in a non-equilibrium geometry.

Computed properties:
Largest force on an atom = 1.1 eV/Å
Kohn-Sham gap = 6.70 eV
Electronic energy = -533.9645 hartree
HOMO level = -2.375 eV

Structure (ORCA input):
```
! wB97M-V def2-TZVPD RIJCOSX def2/J DEFGRID3
* xyz -1 1
N 2.314 2.298 -1.315
H 2.855 2.189 -0.463
H 2.187 3.308 -1.350
H 1.374 1.958 -1.081
C -0.833 -1.937 0.798
C -1.412 -0.619 0.284
S -0.235 0.751 0.164
H -0.409 -1.862 1.804
H -0.070 -2.228 0.073
H -1.592 -2.720 0.903
H -2.313 -0.379 0.889
H -1.866 -0.761 -0.706
*
```

***

# 2
ORCA calculation (ωB97M-V/def2-TZVPD) on a molecular structure, C21H31ClO10P4V.

Computed properties:
Largest force on an atom = 0.9 eV/Å
Kohn-Sham gap (spin up / spin down) = 4.21 / 4.33 eV
Electronic energy = -4341.2390 hartree
⟨S²⟩ = 1.090
HOMO level (spin up / spin down) = 0.143 / 0.033 eV

Structure (ORCA input):
```
! wB97M-V def2-TZVPD RIJCOSX def2/J DEFGRID3
* xyz -2 2
V -0.037 -0.056 -0.353
C -0.699 3.052 1.394
P -1.493 1.548 0.713
C -2.890 2.301 -0.187
C -2.265 0.811 2.229
C -3.618 0.908 2.536
C -4.139 0.275 3.658
C -3.312 -0.472 4.481
C -1.960 -0.584 4.173
C -1.430 0.040 3.053
P 0.374 -0.091 2.599
C 1.160 0.322 4.205
C 0.615 -1.910 2.618
H -1.451 3.751 1.768
H -0.103 3.511 0.604
H -0.012 2.791 2.200
H -3.484 2.994 0.416
H -3.511 1.511 -0.613
H -2.449 2.839 -1.028
H -4.272 1.476 1.887
H -5.194 0.370 3.886
H -3.713 -0.974 5.354
H -1.321 -1.188 4.809
H 0.850 -0.366 4.995
H 0.912 1.343 4.499
H 2.242 0.259 4.083
H 0.255 -2.367 3.546
H 1.685 -2.097 2.507
H 0.103 -2.367 1.771
O -3.051 -3.104 -0.819
P -2.181 -1.787 -1.179
O -3.037 -0.798 -1.846
O -1.449 -1.431 0.129
O -1.021 -2.399 -2.146
P 0.493 -2.831 -1.698
O 0.203 -3.703 -0.352
O 1.119 -3.728 -2.687
O 1.198 -1.557 -1.259
H -3.772 -3.147 -1.459
H 0.266 -4.627 -0.622
C 4.063 0.828 -1.598
C 3.618 0.949 -0.140
C 4.724 1.499 0.743
O 3.293 -0.335 0.374
C 2.393 1.903 -0.139
O 2.519 3.107 0.060
O 1.300 1.310 -0.434
H 4.985 0.243 -1.648
H 4.234 1.814 -2.035
H 3.293 0.324 -2.184
H 5.658 0.969 0.543
H 4.461 1.359 1.793
H 4.855 2.564 0.560
H 2.641 -0.757 -0.217
Cl -2.657 2.202 -3.951
C -1.848 0.785 -4.648
C -2.420 0.237 -5.775
C -1.863 -0.878 -6.390
C -0.708 -1.416 -5.802
C -0.143 -0.862 -4.682
C -0.664 0.302 -4.025
C -0.039 0.882 -2.919
H -3.323 0.692 -6.166
H -2.307 -1.307 -7.279
H -0.244 -2.299 -6.231
H 0.735 -1.324 -4.244
H -0.395 1.812 -2.503
H 0.942 0.524 -2.648
*
```

***

# 3
ORCA calculation (ωB97M-V/def2-TZVPD) on a molecular structure, CH4SSi in a non-equilibrium geometry.

Computed properties:
Largest force on an atom = 6.7 eV/Å
Kohn-Sham gap (spin up / spin down) = 6.41 / 6.41 eV
Electronic energy = -727.9586 hartree
HOMO level (spin up / spin down) = -8.999 / -8.999 eV

Structure (ORCA input):
```
! wB97M-V def2-TZVPD RIJCOSX def2/J DEFGRID3
* xyz 0 1
C -0.832 1.107 0.368
Si 0.307 -0.198 -0.284
S -0.971 3.334 -0.331
H -1.183 1.269 1.401
H -0.753 -1.040 -0.906
H 0.887 -0.917 1.026
H 1.350 0.171 -1.179
*
```

***

# 4
ORCA calculation (ωB97M-V/def2-TZVPD) on a single C16H18N2O6S molecule in a non-equilibrium geometry.

Computed properties:
Largest force on an atom = 1.4 eV/Å
Kohn-Sham gap = 8.87 eV
Electronic energy = -1579.5972 hartree
HOMO level = -8.479 eV
SMILES = COc1ccc(NC(=O)c2ccco2)cc1S(=O)(=O)N1CCOCC1

Structure (ORCA input):
```
! wB97M-V def2-TZVPD RIJCOSX def2/J DEFGRID3
* xyz 0 1
C 2.533 3.389 -0.586
H 1.829 4.226 -0.590
H 2.641 2.990 -1.599
H 3.500 3.726 -0.218
O 2.117 2.358 0.296
C 0.818 1.951 0.160
C 0.550 0.677 -0.325
C -0.731 0.171 -0.382
C -1.799 0.962 0.039
C -1.542 2.258 0.493
C -0.254 2.747 0.557
H -0.070 3.743 0.930
H -2.365 2.884 0.808
N -3.119 0.525 0.015
C -3.597 -0.735 -0.238
O -2.916 -1.705 -0.491
C -5.064 -0.804 -0.162
C -5.896 -1.877 -0.360
C -7.209 -1.399 -0.170
C -7.087 -0.075 0.130
O -5.800 0.298 0.139
H -7.816 0.680 0.349
H -8.118 -1.960 -0.245
H -5.586 -2.870 -0.610
H -3.811 1.222 0.257
H -0.886 -0.826 -0.761
S 1.933 -0.288 -0.936
O 1.418 -1.533 -1.431
O 2.689 0.528 -1.843
N 2.806 -0.523 0.471
C 4.201 -0.138 0.447
H 4.278 0.762 -0.160
C 5.051 -1.266 -0.143
H 6.116 -1.041 -0.063
O 4.852 -2.472 0.562
C 3.498 -2.872 0.521
H 3.439 -3.800 1.092
C 2.585 -1.798 1.122
H 1.541 -2.071 0.981
H 2.797 -1.672 2.188
H 3.187 -3.053 -0.517
H 4.777 -1.397 -1.201
H 4.510 0.077 1.474
*
```

***

# 5
ORCA calculation (ωB97M-V/def2-TZVPD) on a single C4H9N molecule in a non-equilibrium geometry.

Computed properties:
Largest force on an atom = 2.8 eV/Å
Kohn-Sham gap = 10.14 eV
Electronic energy = -212.4856 hartree
HOMO level = -8.895 eV
SMILES = CN1CCC1

Structure (ORCA input):
```
! wB97M-V def2-TZVPD RIJCOSX def2/J DEFGRID3
* xyz 0 1
C -0.808 1.489 -0.454
C 1.110 -0.047 -0.324
C 0.713 -1.457 0.259
C -0.653 -0.714 0.522
H -1.921 1.367 -0.474
H -0.501 1.946 0.518
H -0.552 2.049 -1.439
H 1.541 0.603 0.537
H 1.740 0.065 -1.239
H 0.545 -2.225 -0.509
H 1.185 -1.934 1.091
H -0.363 -0.157 1.529
H -1.759 -1.165 0.568
N -0.277 0.181 -0.586
*
```

***

# 6
ORCA calculation (ωB97M-V/def2-TZVPD) on a molecular structure, C20H32GeN5O3S4SiSn.

Computed properties:
Largest force on an atom = 0.5 eV/Å
Kohn-Sham gap = 7.88 eV
Electronic energy = -5454.4677 hartree
HOMO level = -5.472 eV

Structure (ORCA input):
```
! wB97M-V def2-TZVPD RIJCOSX def2/J DEFGRID3
* xyz -1 1
Sn -0.394 -0.212 -1.242
C -4.245 -2.880 1.473
C -2.911 -2.229 1.219
N -2.395 -2.029 0.068
N -3.141 -2.376 -1.031
C -2.413 -2.481 -2.098
N -3.018 -2.738 -3.289
S -0.651 -2.438 -2.186
C -2.101 -1.787 2.386
C -2.691 -1.637 3.641
C -1.909 -1.237 4.711
C -0.563 -0.995 4.501
C -0.068 -1.151 3.213
N -0.805 -1.539 2.183
H -4.570 -3.400 0.579
H -4.185 -3.580 2.307
H -5.001 -2.130 1.717
H -4.014 -2.573 -3.256
H -2.546 -2.278 -4.066
H -3.750 -1.809 3.770
H -2.350 -1.107 5.691
H 0.090 -0.692 5.308
H 0.973 -0.946 2.988
C 4.589 -2.357 0.462
Si 5.280 -0.696 -0.010
C 6.263 -0.038 1.446
C 6.463 -0.931 -1.444
C 4.083 0.681 -0.492
C 4.679 1.878 -0.876
C 3.922 2.987 -1.225
C 2.548 2.864 -1.154
N 1.939 1.743 -0.788
C 2.671 0.667 -0.494
S 1.764 -0.798 -0.115
H 5.423 -3.017 0.717
H 4.021 -2.804 -0.353
H 3.921 -2.290 1.320
H 7.079 -0.716 1.706
H 5.627 0.079 2.325
H 6.695 0.939 1.218
H 7.255 -1.635 -1.181
H 6.934 0.011 -1.733
H 5.939 -1.321 -2.318
H 5.761 1.947 -0.917
H 4.382 3.910 -1.550
H 1.893 3.692 -1.405
C -2.765 3.407 -1.760
Ge -2.929 2.109 -0.326
C -3.150 3.183 1.321
C -4.479 0.938 -0.436
C -1.309 1.113 0.104
H -3.695 3.977 -1.828
H -2.577 2.938 -2.727
H -1.951 4.097 -1.534
H -4.044 3.809 1.279
H -2.285 3.835 1.453
H -3.226 2.535 2.196
H -5.385 1.513 -0.628
H -4.592 0.409 0.510
H -4.339 0.210 -1.235
H -1.503 0.496 0.984
H -0.482 1.794 0.324
O -1.625 -0.581 -4.847
S -1.715 0.585 -3.984
O -2.395 0.275 -2.693
O -2.242 1.770 -4.625
S 0.211 1.037 -3.275
*
```

***

# 7
ORCA calculation (ωB97M-V/def2-TZVPD) on a molecular structure, C63H118F30N11O22S10 in a non-equilibrium geometry.

Computed properties:
Largest force on an atom = 5.3 eV/Å
Kohn-Sham gap = 5.97 eV
Electronic energy = -11706.1511 hartree
HOMO level = -10.561 eV

Structure (ORCA input):
```
! wB97M-V def2-TZVPD RIJCOSX def2/J DEFGRID3
* xyz 1 1
C 19.854 16.651 11.073
C 19.517 15.317 10.358
C 17.965 15.078 10.310
C 17.670 13.914 9.412
C 18.148 14.036 7.950
C 19.646 14.361 7.834
N 20.170 15.325 9.007
O 20.969 16.077 8.714
C 19.738 15.244 6.544
C 20.532 13.126 7.859
C 20.218 14.215 11.075
H 20.936 16.820 11.175
H 19.563 16.535 12.140
H 19.466 17.542 10.568
H 17.525 15.996 9.854
H 17.513 14.938 11.391
H 16.664 13.612 9.329
H 18.129 13.015 9.775
H 17.718 14.914 7.494
H 17.896 13.175 7.386
H 20.782 15.524 6.407
H 19.101 16.142 6.432
H 19.543 14.652 5.654
H 21.631 13.301 7.853
H 20.362 12.477 7.003
H 20.165 12.499 8.707
H 19.601 13.970 11.906
H 21.267 14.563 11.535
H 20.349 13.312 10.502
C 23.281 14.665 25.393
C 22.211 13.631 24.980
C 22.483 13.294 23.552
N 21.327 12.655 22.771
C 20.551 13.712 21.990
C 19.649 13.016 20.934
C 20.390 12.166 19.894
C 21.124 11.065 20.689
C 22.021 11.661 21.818
C 20.313 11.904 23.643
H 24.298 14.271 25.259
H 23.157 14.866 26.473
H 23.139 15.551 24.803
H 21.211 13.981 25.096
H 22.360 12.782 25.555
H 23.305 12.622 23.508
H 22.804 14.159 23.015
H 21.264 14.335 21.544
H 19.933 14.168 22.721
H 19.041 13.829 20.497
H 18.964 12.376 21.571
H 21.087 12.709 19.254
H 19.611 11.734 19.204
H 21.756 10.531 20.069
H 20.397 10.355 21.048
H 22.920 12.153 21.482
H 22.234 10.868 22.583
H 19.832 12.712 24.173
H 20.851 11.301 24.371
H 19.619 11.329 23.038
C 15.908 14.158 19.387
C 16.185 15.181 20.491
C 15.603 16.510 20.138
N 15.206 17.387 21.289
C 14.781 18.755 20.756
C 14.092 19.671 21.726
C 12.892 18.990 22.353
C 13.267 17.546 22.822
C 13.921 16.747 21.756
C 16.262 17.393 22.288
H 16.543 13.339 19.589
H 16.177 14.470 18.351
H 14.838 13.880 19.426
H 17.272 15.319 20.744
H 15.739 14.747 21.434
H 14.793 16.431 19.438
H 16.442 16.938 19.572
H 14.141 18.473 19.995
H 15.709 19.245 20.400
H 13.855 20.516 21.121
H 14.769 20.039 22.520
H 12.027 18.998 21.652
H 12.602 19.548 23.178
H 12.369 17.025 23.261
H 13.867 17.682 23.727
H 13.292 16.677 20.877
H 14.237 15.675 22.049
H 16.046 17.994 23.117
H 17.150 17.725 21.797
H 16.447 16.367 22.550
C 13.960 22.562 17.539
C 12.982 23.594 17.050
C 11.608 23.400 17.797
N 10.495 24.110 17.129
C 9.292 24.110 18.076
C 9.312 25.163 19.171
C 9.819 26.540 18.774
C 11.069 26.399 17.949
C 10.876 25.493 16.707
C 10.019 23.374 15.876
H 13.807 22.383 18.565
H 14.995 22.909 17.434
H 13.951 21.600 17.044
H 12.948 23.615 15.966
H 13.388 24.603 17.327
H 11.686 23.784 18.828
H 11.433 22.318 17.750
H 9.287 23.144 18.550
H 8.456 24.215 17.389
H 10.012 24.692 19.880
H 8.299 25.151 19.695
H 10.067 27.143 19.652
H 9.068 26.968 18.224
H 11.761 25.921 18.631
H 11.461 27.365 17.721
H 11.806 25.549 16.079
H 10.033 25.807 16.088
H 9.220 23.886 15.442
H 9.830 22.334 16.220
H 10.841 23.390 15.225
C 19.418 24.354 19.746
C 18.899 23.319 18.845
C 19.405 21.933 19.184
N 18.944 20.877 18.271
C 17.459 20.562 18.604
C 16.900 19.446 17.790
C 17.029 19.774 16.309
C 18.473 20.240 15.913
C 18.965 21.289 16.844
C 19.773 19.604 18.531
H 18.921 25.311 19.602
H 20.489 24.477 19.677
H 19.256 23.992 20.752
H 19.163 23.544 17.825
H 17.792 23.187 18.876
H 19.036 21.629 20.183
H 20.482 21.812 19.219
H 16.799 21.393 18.292
H 17.355 20.517 19.681
H 15.819 19.403 17.994
H 17.278 18.438 18.033
H 16.300 20.612 16.144
H 16.794 18.916 15.760
H 18.533 20.631 14.891
H 19.181 19.366 15.869
H 18.374 22.215 16.734
H 20.007 21.609 16.700
H 19.623 19.460 19.596
H 20.922 19.794 18.353
H 19.511 18.725 18.007
C 9.298 14.207 20.822
C 8.891 14.712 19.437
N 9.519 14.050 18.301
C 8.876 14.493 17.004
C 11.032 14.326 18.313
C 11.739 14.088 17.021
C 9.401 12.488 18.354
C 8.018 11.909 18.813
O 7.076 12.348 17.793
C 5.935 11.516 17.653
H 9.157 13.107 21.016
H 8.861 14.756 21.660
H 10.344 14.502 20.992
H 9.346 15.742 19.399
H 7.838 14.699 19.297
H 7.862 14.235 17.043
H 9.222 13.897 16.175
H 8.981 15.519 16.809
H 11.493 13.806 19.233
H 11.016 15.396 18.499
H 11.356 14.451 16.124
H 11.747 13.018 16.831
H 12.781 14.380 17.183
H 10.085 12.001 19.047
H 9.615 12.101 17.325
H 7.663 12.174 19.785
H 8.179 10.794 18.749
H 5.552 11.224 18.641
H 6.171 10.593 17.123
H 5.150 12.099 17.091
C 20.627 15.829 16.863
F 21.163 17.024 17.250
F 21.371 15.389 15.902
F 20.694 14.948 17.810
S 18.971 16.120 16.151
O 18.157 16.450 17.335
O 19.182 17.120 15.109
N 18.504 14.732 15.685
S 18.007 14.010 14.376
O 17.244 14.798 13.440
O 18.921 13.069 13.754
C 16.853 12.893 15.316
F 16.465 11.930 14.359
F 17.343 12.320 16.442
F 15.793 13.559 15.716
C 21.986 18.257 21.793
F 22.111 17.447 20.704
F 23.004 17.975 22.596
F 21.940 19.522 21.445
S 20.402 17.586 22.497
O 19.612 17.393 21.338
O 20.863 16.508 23.342
N 19.786 18.705 23.442
S 18.675 19.827 23.092
O 18.355 20.026 21.726
O 17.589 19.747 24.047
C 19.563 21.397 23.595
F 18.741 22.467 23.663
F 20.103 21.136 24.787
F 20.554 21.722 22.713
C 10.285 18.983 18.482
F 9.346 19.597 17.771
F 10.872 19.829 19.215
F 9.699 18.023 19.246
S 11.499 18.151 17.349
O 12.380 17.565 18.289
O 10.656 17.311 16.513
N 12.174 19.389 16.588
S 11.749 19.862 15.107
O 10.630 19.299 14.443
O 11.949 21.288 15.140
C 13.194 19.305 14.125
F 13.091 17.928 14.037
F 13.110 19.683 12.871
F 14.310 19.555 14.751
C 16.269 10.478 20.719
F 15.177 11.219 20.526
F 16.121 9.371 20.125
F 17.326 11.111 20.246
S 16.745 10.245 22.469
O 15.736 9.432 23.092
O 18.070 9.732 22.332
N 16.801 11.694 23.019
S 15.784 12.437 24.019
O 14.620 12.971 23.358
O 15.628 11.850 25.348
C 16.898 13.882 24.356
F 16.243 14.765 25.059
F 17.939 13.561 25.085
F 17.403 14.522 23.228
C 8.625 22.497 22.790
F 8.707 23.836 22.726
F 8.830 22.262 24.121
F 7.448 22.114 22.443
S 10.022 21.682 21.806
O 9.781 20.305 21.940
O 10.073 22.254 20.472
N 11.262 22.173 22.719
S 12.202 23.197 22.105
O 13.011 22.622 21.049
O 11.646 24.511 21.677
C 13.324 23.415 23.582
F 12.665 23.899 24.659
F 13.960 22.249 23.844
F 14.272 24.282 23.265
*
```

***

# 8
ORCA calculation (ωB97M-V/def2-TZVPD) on a molecular structure, C3H7N in a non-equilibrium geometry.

Computed properties:
Largest force on an atom = 2.1 eV/Å
Kohn-Sham gap = 8.60 eV
Electronic energy = -173.0581 hartree
HOMO level = -8.119 eV

Structure (ORCA input):
```
! wB97M-V def2-TZVPD RIJCOSX def2/J DEFGRID3
* xyz 0 1
C -1.240 0.750 -0.639
N 0.022 0.066 -0.913
C 0.650 -0.556 0.058
C 0.679 -0.759 1.370
H 1.329 0.024 -1.336
H 1.832 -0.648 -0.668
H -1.091 1.671 -0.066
H -1.899 0.098 -0.060
H -1.719 0.996 -1.586
H 1.123 -1.647 1.794
H 0.314 0.006 2.045
*
```

***

What is the electronic energy in the fourth record?
-1579.5972 hartree

***

What is the largest force on an atom in the fourth record?
1.4 eV/Å

***

The lowest electronic energy belongs to which entry?
C63H118F30N11O22S10

***

Look up the largest force on an atom of the sixth one.
0.5 eV/Å